No. 1
Below is a cluster of 4 separate species, CH10O3S2 in total at a distorted geometry, with properties calculated with the ωB97M-V functional and the def2-TZVPD basis.

LUMO energy (spin up / spin down)	3.1813 / 3.0341	eV
frontier orbital gap (spin up / spin down)	2.7 / 8.3	eV
spin multiplicity	2
HOMO energy (spin up / spin down)	0.52 / -5.23	eV
net charge	-1
⟨S²⟩	0.75

Each line ends with the Mulliken spin population.
Atoms and positions in Å:
C (-1.687, 0.663, 1.361)  0.297
S (-0.397, 1.918, 1.378)  0.381
S (0.474, 2.005, -0.346)  0.000
H (-2.398, 0.814, 0.554)  -0.044
H (-2.264, 0.818, 2.330)  -0.039
H (-1.189, -0.244, 1.094)  -0.053
H (-0.101, 2.986, -1.151)  0.199
H (-2.142, -2.306, -1.195)  -0.028
H (-2.254, -0.937, -1.811)  -0.037
O (-1.664, -1.530, -1.524)  0.105
H (1.670, -0.569, -0.703)  0.007
H (1.971, 0.409, -1.589)  0.023
O (2.227, -0.595, -1.409)  0.107
H (2.179, -1.746, 0.694)  -0.021
H (3.138, -0.582, 0.977)  -0.020
O (2.435, -1.104, 1.337)  0.124



No. 2
Below is a cluster of 5 separate species, CH10O3S2 in total at a distorted geometry, with properties calculated with the ωB97M-V functional and the def2-TZVPD basis.

LUMO energy	-3.7316	eV
frontier orbital gap	5.2	eV
HOMO energy	-8.88	eV

Each line ends with the natural charge from an NBO analysis.
Atoms and positions in Å:
C (0.390, 3.091, 0.243)  -0.724
S (1.430, 1.535, -0.084)  0.388
S (1.117, 0.608, 1.826)  -0.346
H (0.036, 2.842, 1.273)  0.263
H (-0.348, 3.079, -0.580)  0.242
H (1.034, 4.005, 0.129)  0.239
H (-0.710, 0.157, -0.696)  -0.021
H (-0.518, -0.519, 0.936)  0.466
H (0.208, -1.617, 1.571)  0.491
O (-0.694, -1.499, 1.256)  -0.912
H (-1.137, -2.366, -0.126)  0.475
H (-2.105, -3.288, -0.659)  0.467
O (-1.258, -2.832, -0.888)  -0.962
H (0.854, -0.338, -0.978)  0.424
H (0.479, -1.729, -1.626)  0.487
O (1.222, -1.129, -1.597)  -0.977